No. 1
Here is a molecular structure, C20H60As3F18N5O5 in a non-equilibrium geometry from OMol25. Energies are from wB97M-V/def2-TZVPD.

```
111
C20H60As3F18N5O5 | OMol25 | wB97M-V/def2-TZVPD
C -4.6170 2.6939 -0.3804
C -3.0768 3.0319 -0.4315
C -2.7251 4.3359 -1.1658
O -1.2738 4.4794 -1.3073
C -0.7237 5.6541 -1.7863
N -2.3683 3.0471 0.9133
H -1.6078 3.6586 0.6529
H -2.9270 3.3996 1.6772
H -1.9794 2.1562 1.1876
H -4.9239 2.4795 -1.4041
H -5.2306 3.5621 -0.1400
H -4.8669 1.8164 0.2161
H -2.6169 2.2179 -0.9917
H -3.0409 5.2307 -0.6295
H -3.2282 4.2391 -2.1280
H -0.6712 6.3018 -0.9112
H -1.1518 6.0339 -2.7140
H 0.3439 5.4859 -1.9278
C -0.2744 -0.2617 7.0325
C 0.0680 -1.3737 6.0146
C 0.9071 -0.8042 4.8502
O 2.1472 -0.3886 5.4927
C 3.0375 0.3877 4.8112
N 0.8421 -2.5575 6.6484
H 0.3379 -3.1580 7.2850
H 1.2367 -3.1297 5.9156
H 1.6609 -2.2525 7.1550
H 0.6301 0.2111 7.4151
H -0.8171 -0.7997 7.8099
H -0.8654 0.5676 6.6437
H -0.8543 -1.8219 5.6450
H 0.5265 0.0175 4.2435
H 0.9750 -1.6135 4.1232
H 3.7987 0.9412 5.3608
H 2.5329 1.2155 4.3130
H 3.5261 -0.2894 4.1105
C 0.9966 -3.1569 1.0329
C -0.6134 -3.3186 0.8493
C -1.3214 -4.1884 1.9878
O -2.6727 -4.5627 1.6274
C -3.4031 -5.3335 2.5970
N -1.2783 -1.9759 0.6460
H -1.0096 -1.6616 -0.2755
H -2.2803 -2.0485 0.7497
H -1.0152 -1.3035 1.3522
H 1.2284 -2.8818 2.0618
H 1.4206 -2.2856 0.5337
H 1.4594 -4.1333 0.8902
H -0.7160 -3.8840 -0.0769
H -1.3595 -3.4970 2.8296
H -0.7350 -5.0851 2.1884
H -4.3119 -5.7407 2.1539
H -3.7401 -4.6193 3.3482
H -2.8976 -6.1573 3.1008
C -0.7985 -1.9077 -8.1021
C 0.3554 -2.0134 -7.1056
C 0.3382 -1.1220 -5.8268
O 1.2730 -1.4003 -4.7711
C 1.2558 -0.5667 -3.5857
N 0.4671 -3.4503 -6.6677
H 0.0518 -3.5786 -5.7560
H 0.0687 -4.1175 -7.3129
H 1.4127 -3.8015 -6.6168
H -0.6966 -2.6599 -8.8844
H -0.7039 -0.8728 -8.4308
H -1.7866 -2.0067 -7.6527
H 1.2765 -2.0029 -7.6883
H -0.6404 -1.2468 -5.3633
H 0.4333 -0.0783 -6.1266
H 2.0433 -0.6405 -2.8357
H 0.3758 -0.7434 -2.9674
H 1.4251 0.4442 -3.9564
C 6.3765 1.2892 -0.8856
C 5.4517 2.4571 -0.5818
C 4.2304 2.5791 -1.4903
O 4.6382 3.0412 -2.7757
C 3.6297 3.2220 -3.8392
N 5.0778 2.5592 0.9544
H 5.2143 3.4919 1.3173
H 4.1474 2.2353 1.1769
H 5.7685 1.9781 1.4077
H 5.8803 0.3287 -1.0243
H 7.2411 1.1427 -0.2382
H 6.7517 1.3873 -1.9043
H 6.1424 3.2997 -0.6147
H 3.5334 3.2170 -0.9467
H 3.6749 1.6480 -1.6024
H 3.1087 4.1470 -3.5922
H 2.8607 2.4540 -3.7554
H 3.9235 3.5027 -4.8507
As -3.5240 0.1317 3.4257
F -4.2409 0.4633 1.8485
F -3.6558 1.8808 3.6449
F -2.8258 -0.1547 5.0313
F -3.3989 -1.5608 2.9457
F -1.8055 0.4091 2.8607
F -5.1107 -0.2492 3.9774
As 0.8942 1.0593 0.6351
F 2.6081 1.4898 1.1365
F 0.8408 -0.2998 1.7715
F -0.7413 0.7257 0.0673
F 0.9676 2.4340 -0.5026
F 1.6258 -0.1168 -0.5669
F 0.2012 2.1554 1.8604
As -3.7437 -1.3474 -2.3623
F -2.2969 -2.2528 -1.8827
F -2.9338 0.1302 -1.6237
F -5.1961 -0.3735 -2.7050
F -4.4007 -2.8196 -3.1686
F -4.4757 -1.8782 -0.7863
F -3.0711 -0.9220 -3.9068
```

Its spin multiplicity is 1. The calculation puts the total energy at -9952.60193 Eh. The value obtained for the largest force on an atom is 0.0654 hartree/bohr. Its relative energy (zero: lowest compared OMol25 entry of this formula, charge and spin) is 4.372 eV. Its net charge is +2. The molar mass comes out at 1017.46 g mol⁻¹.



No. 2
Here is C4H6O2 in the gas phase from OMol25. Energies are from wB97M-V/def2-TZVPD.

```
12
C4H6O2 | OMol25 | wB97M-V/def2-TZVPD
C 1.4108 0.1942 -0.7378
C 0.3387 0.5618 0.2533
O -0.0878 1.6949 0.3570
C -0.4567 -0.5694 0.8673
C -1.5756 -0.2741 -0.1774
O -1.5833 -0.6384 -1.3255
H 1.4181 -0.8700 -0.9896
H 2.3823 0.4755 -0.3238
H 1.2258 0.7839 -1.6374
H 0.0625 -1.5345 0.8393
H -0.7982 -0.3486 1.8837
H -2.2491 0.5233 0.1893
```

Its spin multiplicity is 1. The calculation puts the total energy at -306.45954 Eh. The value obtained for the largest force on an atom is 0.0157 hartree/bohr. Its relative energy (zero: lowest compared OMol25 entry of this formula, charge and spin) is 1.272 eV. Its net charge is 0. The molar mass comes out at 86.09 g mol⁻¹.



No. 3
Here is C20H24N4O4 in the gas phase from OMol25. Energies are from wB97M-V/def2-TZVPD.

```
52
C20H24N4O4 | OMol25 | wB97M-V/def2-TZVPD
C -1.6304 -0.6417 -2.4948
C -1.2329 -2.1132 -2.4865
O -1.0627 -2.6303 -1.1805
C 0.0241 -2.2820 -0.4325
C 1.1343 -1.6171 -0.9310
C 2.2465 -1.3312 -0.1377
C 3.3709 -0.6334 -0.7168
N 4.4209 -0.3772 -0.0400
N 5.4423 0.2702 -0.6083
C 6.6135 0.5526 0.0799
N 6.5914 0.1451 1.3671
O 7.5295 1.1248 -0.4647
C 2.2398 -1.7315 1.1976
C 1.1369 -2.3733 1.7120
C 0.0173 -2.6499 0.9287
O -1.0052 -3.2558 1.6112
C -2.3027 -3.3629 1.0675
C -2.9404 -2.0409 0.6224
O -3.8938 -2.0233 -0.1226
N -2.3424 -0.9523 1.1657
C -2.5073 0.3921 0.8055
C -3.6559 0.8692 0.1894
C -3.7311 2.2074 -0.1512
C -2.6922 3.0892 0.1086
C -2.8087 4.5335 -0.2713
C -1.5359 2.6072 0.7318
C -0.3876 3.5230 1.0263
C -1.4589 1.2673 1.0725
H -0.8783 -0.0256 -2.0060
H -2.5722 -0.5156 -1.9676
H -1.7526 -0.3042 -3.5202
H -2.0474 -2.7151 -2.8971
H -0.3338 -2.2896 -3.0900
H 1.1561 -1.3149 -1.9661
H 3.2843 -0.3329 -1.7676
H 5.4019 0.5651 -1.5839
H 5.7992 -0.3802 1.6938
H 7.4174 0.2432 1.9271
H 3.0952 -1.5211 1.8171
H 1.1032 -2.6790 2.7463
H -2.3369 -4.0525 0.2187
H -2.9069 -3.7822 1.8794
H -1.5550 -1.1255 1.7767
H -4.4711 0.1986 -0.0236
H -4.6271 2.5744 -0.6305
H -2.0216 4.8126 -0.9713
H -2.7107 5.1711 0.6068
H -3.7706 4.7316 -0.7366
H -0.6983 4.3215 1.6993
H -0.0230 3.9874 0.1107
H 0.4320 2.9792 1.4888
H -0.5631 0.8879 1.5477
```

Its spin multiplicity is 1. The calculation puts the total energy at -1296.52906 Eh. The value obtained for the largest force on an atom is 0.0189 hartree/bohr. Its relative energy (zero: lowest compared OMol25 entry of this formula, charge and spin) is 1.717 eV. Its net charge is 0. The molar mass comes out at 384.44 g mol⁻¹.



No. 4
Here is 3 unconnected molecules or ions with the total composition C4H15N2O in a non-equilibrium geometry from OMol25. Energies are from wB97M-V/def2-TZVPD.

```
22
C4H15N2O | OMol25 | wB97M-V/def2-TZVPD
C -1.8630 -1.2725 0.5507
C -0.9760 -0.3555 1.3888
C -0.4780 0.9149 0.6344
C 0.5131 0.8258 -0.4933
N 3.0974 0.4042 -2.1641
N -1.6933 0.0021 2.6595
H -1.4295 -1.5402 -0.3789
H -2.1527 -2.0740 1.2205
H -2.7722 -0.6139 0.4834
H -0.1069 -0.9631 1.6984
H -1.4066 1.4766 0.5565
H 0.1844 1.4613 1.3441
H 1.4728 0.3984 -0.1201
H 0.2240 1.2147 -1.4698
H 3.7986 1.0931 -2.3164
H 3.3281 -0.2970 -1.5371
H 2.4680 1.0350 -1.6356
H -2.5058 0.5309 2.6928
H -1.0618 0.0443 3.4888
H 1.0112 -0.8056 -2.7392
H 0.2382 -0.5495 -1.4742
O 0.1102 -0.9299 -2.3891
```

Its spin multiplicity is 1. The calculation puts the total energy at -345.72551 Eh. The value obtained for the largest force on an atom is 0.0922 hartree/bohr. Its relative energy (zero: lowest compared OMol25 entry of this formula, charge and spin) is 5.992 eV. Its net charge is +1. The molar mass comes out at 107.18 g mol⁻¹.



No. 5
Here is C4H6O2 in the gas phase from OMol25. Energies are from wB97M-V/def2-TZVPD.

```
12
C4H6O2 | OMol25 | wB97M-V/def2-TZVPD
C -1.1338 -1.2059 0.3138
C 0.1040 -0.4496 0.7420
O 0.9333 -0.9536 1.4672
C 0.3311 0.9645 0.2095
C 1.0397 0.9431 -1.1333
O 0.7080 1.6135 -2.0787
H -1.2499 -1.2059 -0.7764
H -2.0351 -0.7474 0.7365
H -1.0510 -2.2327 0.6760
H -0.5827 1.5573 0.1107
H 1.0154 1.4467 0.9183
H 1.9209 0.2700 -1.1855
```

Its spin multiplicity is 1. The calculation puts the total energy at -306.47738 Eh. The value obtained for the largest force on an atom is 0.0104 hartree/bohr. Its relative energy (zero: lowest compared OMol25 entry of this formula, charge and spin) is 0.787 eV. Its net charge is 0. The molar mass comes out at 86.09 g mol⁻¹.



No. 6
Here is a molecular structure, C35H34N6OPrS2 in a non-equilibrium geometry from OMol25. Energies are from wB97M-V/def2-TZVPD.

```
79
C35H34N6OPrS2 | OMol25 | wB97M-V/def2-TZVPD
Pr 0.1052 -0.4414 -0.7886
C -1.0199 -1.2900 -4.0619
C 0.4724 -1.3613 -4.4183
C 1.2277 -0.0749 -4.1836
C 1.8714 0.5962 -5.2142
C 2.5014 1.8035 -4.9565
C 2.4652 2.3365 -3.6771
C 1.8091 1.6097 -2.7021
N 1.2243 0.4340 -2.9447
N -1.3858 -1.6509 -2.6643
C -1.3430 -3.1134 -2.4526
C -0.0806 -3.6752 -1.8253
C -0.0524 -5.0264 -1.5074
C 1.0898 -5.5575 -0.9441
C 2.1832 -4.7301 -0.7295
C 2.0701 -3.4017 -1.0771
N 0.9609 -2.8725 -1.6143
C -2.7455 -1.1423 -2.3719
C -2.8068 0.3722 -2.3367
C -3.9812 1.0525 -2.6234
C -3.9822 2.4345 -2.5534
C -2.8103 3.1026 -2.2240
C -1.6847 2.3508 -1.9578
N -1.6884 1.0147 -2.0049
H -1.5805 -1.9495 -4.7344
H -1.3775 -0.2763 -4.2391
H 0.5544 -1.6120 -5.4761
H 0.9563 -2.1684 -3.8686
H 1.8689 0.1717 -6.2091
H 3.0084 2.3309 -5.7543
H 2.9254 3.2838 -3.4356
H 1.7403 1.9882 -1.6819
H -1.4957 -3.6389 -3.4035
H -2.1709 -3.3988 -1.8024
H -0.9250 -5.6410 -1.6893
H 1.1278 -6.6046 -0.6730
H 3.0993 -5.0989 -0.2909
H 2.8920 -2.7205 -0.9045
H -3.0478 -1.5191 -1.3921
H -3.4749 -1.5073 -3.1054
H -4.8747 0.5043 -2.8921
H -4.8887 2.9871 -2.7642
H -2.7688 4.1813 -2.1746
H -0.7462 2.8190 -1.6900
C 3.6904 0.2430 -0.1782
C 2.4588 0.3053 0.6776
N 1.8291 -0.8259 0.8592
N 0.9978 -0.8929 1.9700
C -0.1515 -1.4964 2.0292
S -1.2578 -2.1515 0.8209
S -0.7888 -1.6029 3.6806
C -0.2116 -0.0230 4.3774
C -1.0556 0.3622 5.5643
C -0.4708 0.4945 6.8179
C -1.2299 0.8730 7.9185
C -2.5864 1.1165 7.7727
C -3.1804 0.9816 6.5231
C -2.4205 0.6047 5.4279
C 2.0424 1.5593 1.3251
C 2.9839 2.3839 1.9519
C 2.5820 3.4903 2.6729
C 1.2192 3.7842 2.7607
C 0.2743 3.0142 2.1075
C 0.6768 1.9137 1.3472
O -0.2083 1.2495 0.5975
H 4.5374 -0.0514 0.4479
H 3.9296 1.2010 -0.6354
H 3.5983 -0.5136 -0.9591
H -0.2880 0.7167 3.5830
H 0.8333 -0.1020 4.6687
H 0.5896 0.3015 6.9337
H -0.7613 0.9735 8.8890
H -3.1831 1.4077 8.6274
H -4.2401 1.1676 6.4034
H -2.8862 0.4900 4.4555
H 4.0356 2.1231 1.9074
H 3.3092 4.1110 3.1773
H 0.8915 4.6381 3.3410
H -0.7805 3.2530 2.1511
```

Its spin multiplicity is 3. The calculation puts the total energy at -3071.21982 Eh. The value obtained for the largest force on an atom is 0.0200 hartree/bohr. Its relative energy (zero: lowest compared OMol25 entry of this formula, charge and spin) is 1.518 eV. Its net charge is +1. The molar mass comes out at 759.74 g mol⁻¹.



No. 7
Here is C3H9BO2 in the gas phase in a non-equilibrium geometry from OMol25. Energies are from wB97M-V/def2-TZVPD.

```
15
C3H9BO2 | OMol25 | wB97M-V/def2-TZVPD
C -0.4623 -1.0613 1.8480
C -0.3961 0.1419 0.9107
B 0.0597 -0.4494 -0.5683
O -0.1324 -1.8899 -0.7196
O 0.4729 0.2822 -1.5530
C 0.6941 1.7187 -1.6202
H -1.2457 -0.8297 2.5451
H -0.9463 -1.9142 1.2355
H 0.4786 -1.4941 2.2937
H -1.4447 0.5884 0.7111
H 0.3273 0.9585 1.2250
H 0.3372 -2.0333 -1.5511
H 1.6543 1.8831 -1.1917
H -0.1198 2.0894 -0.9467
H 0.7232 2.0099 -2.6185
```

Its spin multiplicity is 1. The calculation puts the total energy at -295.08853 Eh. The value obtained for the largest force on an atom is 0.0906 hartree/bohr. Its relative energy (zero: lowest compared OMol25 entry of this formula, charge and spin) is 0.370 eV. Its net charge is 0. The molar mass comes out at 87.91 g mol⁻¹.



No. 8
Here is 2 unconnected molecules or ions with the total composition C4H10N2OS in a non-equilibrium geometry from OMol25. Energies are from wB97M-V/def2-TZVPD.

```
18
C4H10N2OS | OMol25 | wB97M-V/def2-TZVPD
O -0.2934 0.1878 -2.2286
C 0.1253 0.6493 -1.1503
C 0.1895 -0.1458 0.1391
C 1.2909 0.4204 1.0114
S 2.8058 0.2954 0.0334
N -1.1387 -0.0964 0.8064
C -2.2075 -0.8151 0.1128
N -3.3163 -0.8805 1.0271
H 0.3029 1.7567 -1.0573
H 0.4512 -1.1756 -0.0811
H 1.4113 -0.1551 1.9755
H 1.0496 1.5059 1.3250
H 2.2524 1.9863 -1.0145
H -1.0937 -0.4875 1.7446
H -2.4137 -0.2733 -0.8502
H -1.9264 -1.8613 -0.1776
H -3.6548 0.0558 1.2470
H -4.1278 -1.3953 0.6709
```

Its spin multiplicity is 1. The calculation puts the total energy at -741.21670 Eh. The value obtained for the largest force on an atom is 0.0764 hartree/bohr. Its relative energy (zero: lowest compared OMol25 entry of this formula, charge and spin) is 4.389 eV. Its net charge is 0. The molar mass comes out at 134.20 g mol⁻¹.